Below is a structure of composition C44H80AsBr16F6NO10 in a non-equilibrium geometry, with properties calculated with ωB97M-V/def2-TZVPD.

CARTESIAN COORDINATES (ANGSTROEM)
C  -0.0803  2.4756  -0.2985
C  -0.4424  1.1189  -0.7287
C  -0.9428  0.1651  0.3859
N  -1.3377  -1.1893  -0.0254
C  -0.2775  -1.9412  -0.8184
C  -2.6574  -1.0464  -0.8438
C  -3.7448  -1.8791  -0.1660
C  -2.7450  -2.9910  0.5187
C  -1.6883  -2.1325  1.1446
H  -0.9954  3.0362  0.0137
H  0.3471  3.0331  -1.1405
H  0.5559  2.4320  0.5443
H  0.3838  0.5851  -1.2866
H  -1.2341  1.1862  -1.4864
H  -1.7467  0.7033  0.9135
H  -0.1640  -0.0407  1.1753
H  0.6121  -1.8568  -0.1738
H  -0.2442  -1.4095  -1.7869
H  -0.5695  -2.9777  -0.9633
H  -2.5764  -1.3168  -1.8365
H  -2.9971  -0.0041  -0.8449
H  -4.3392  -2.5230  -0.8768
H  -4.4138  -1.2714  0.4269
H  -2.3365  -3.5419  -0.3150
H  -3.2503  -3.6123  1.2217
H  -0.7660  -2.6370  1.3364
H  -2.0239  -1.5078  1.9706
As  0.5903  -0.2520  -4.6866
F  1.9006  -0.5188  -5.7928
F  -0.4832  -0.9145  -5.8685
F  -0.8563  0.0277  -3.7384
F  1.7376  0.1985  -3.5196
F  0.4179  1.3710  -5.1732
F  0.8006  -1.8735  -3.9546
Br  6.3459  2.1214  2.3276
C  5.4946  2.9655  0.8157
C  6.1123  4.3151  0.6874
Br  5.0755  5.3975  -0.5971
H  4.4033  2.9682  1.0772
H  5.6753  2.3706  -0.0589
H  7.0902  4.2150  0.2250
H  6.1937  4.8402  1.6215
Br  -0.1364  -5.9762  -0.0644
C  1.3005  -5.0798  0.9655
C  2.5126  -5.9646  1.0690
Br  3.8194  -5.0606  2.2419
H  0.7549  -4.8626  1.8629
H  1.5268  -4.2185  0.3604
H  3.1098  -6.0421  0.1309
H  2.1851  -6.9211  1.5366
Br  -5.0290  2.2678  4.6166
C  -3.2529  1.5741  4.6003
C  -2.3466  2.7692  4.2316
Br  -0.5671  2.1306  4.0731
H  -3.1081  0.7256  3.8719
H  -3.0062  1.2360  5.6075
H  -2.3882  3.4508  5.0517
H  -2.7537  3.0734  3.2992
Br  -5.4011  0.3896  -2.7176
C  -4.1541  0.9992  -4.0670
C  -3.5713  -0.1087  -4.8868
Br  -4.7561  -0.8702  -6.2041
H  -3.3319  1.4060  -3.4772
H  -4.6696  1.7937  -4.6284
H  -3.2771  -0.9541  -4.3211
H  -2.7098  0.2396  -5.4042
Br  -8.1347  -1.1067  1.5911
C  -6.4420  -1.9876  2.2694
C  -5.6049  -0.9309  3.0374
Br  -4.0706  -1.8123  3.9612
H  -5.9192  -2.3773  1.4144
H  -6.7852  -2.7545  2.9693
H  -6.2062  -0.5568  3.8555
H  -5.2094  -0.0674  2.4169
Br  1.4292  4.7582  -4.3145
C  2.9244  3.5830  -4.4557
C  3.2155  3.0934  -3.1241
Br  4.6816  1.7878  -3.0993
H  3.8223  4.0759  -4.9194
H  2.6333  2.7183  -5.0450
H  2.3573  2.5830  -2.6858
H  3.5437  3.9469  -2.4551
Br  0.0102  6.6957  4.3688
C  -1.4129  6.6614  3.0773
C  -1.1603  5.9555  1.7259
Br  -2.7167  6.2527  0.6258
H  -1.7508  7.6701  2.8611
H  -2.0920  6.1530  3.6515
H  -0.8923  4.8876  1.8084
H  -0.3637  6.4451  1.2005
Br  -0.9725  -4.2018  4.1090
C  0.2065  -3.1110  5.2418
C  0.0515  -1.6488  4.9674
Br  0.7590  -0.7609  6.5814
H  1.1605  -3.5197  5.0120
H  -0.0143  -3.4482  6.2649
H  -0.9884  -1.4028  4.6835
H  0.6446  -1.4890  4.0613
O  -2.2914  -3.6893  -2.9852
C  -1.9261  -3.9035  -4.1001
O  -2.6939  -3.5586  -5.1823
C  -2.0199  -3.6618  -6.4325
C  -0.7646  -4.4723  -6.1777
C  -0.6007  -4.5198  -4.6221
H  -1.8434  -2.6625  -6.7851
H  -2.6679  -4.2036  -7.1737
H  0.1455  -3.9914  -6.5423
H  -0.8664  -5.4850  -6.5132
H  0.2637  -4.0129  -4.2389
H  -0.6269  -5.5336  -4.3062
O  2.9479  -3.2426  -0.9808
C  3.4428  -3.1105  -2.0471
O  3.2410  -4.0310  -3.0642
C  4.0560  -3.6587  -4.1749
C  5.1878  -2.8898  -3.6285
C  4.4727  -2.0853  -2.5475
H  3.4635  -3.1355  -4.9432
H  4.3130  -4.5827  -4.7121
H  5.6745  -2.1839  -4.3252
H  5.9218  -3.4959  -3.1873
H  3.9781  -1.2368  -3.0203
H  5.0859  -1.7210  -1.7075
O  2.4196  1.9222  2.4720
C  2.9979  2.5699  3.2913
O  3.2389  3.8746  3.0971
C  3.9691  4.4723  4.1460
C  4.5131  3.2426  5.0066
C  3.5328  2.1749  4.6169
H  3.2058  5.1364  4.7085
H  4.8148  4.9999  3.6411
H  4.4545  3.5957  6.0824
H  5.5529  3.1292  4.6799
H  2.7732  2.1674  5.4161
H  3.9556  1.1404  4.4973
O  -3.5601  2.1803  1.1613
C  -4.6957  2.4486  0.8225
O  -5.6358  1.4651  0.6768
C  -6.8139  1.9609  0.0454
C  -6.4203  3.3580  -0.3693
C  -5.2232  3.7767  0.4216
H  -7.5865  1.7756  0.7528
H  -6.9410  1.4103  -0.8416
H  -7.2420  4.0346  -0.2340
H  -6.1710  3.2698  -1.4181
H  -5.5314  4.2767  1.3221
H  -4.4430  4.3279  -0.0459
O  1.6341  -1.6322  2.2656
C  2.8466  -1.5182  2.1568
O  3.7366  -1.8459  3.1198
C  5.0546  -1.7520  2.6234
C  5.0191  -1.6120  1.0692
C  3.6455  -0.9936  0.9326
H  5.5084  -2.6672  2.9773
H  5.5426  -0.8731  3.0526
H  5.0698  -2.6273  0.7046
H  5.8418  -1.0663  0.6627
H  3.0866  -1.3117  0.0071
H  3.6798  0.0797  1.0475

Atoms 1-6, force components in eV/Å:
C -1.183 1.447 -0.018
C -0.136 -3.129 -1.541
C 1.890 1.148 1.724
N -2.098 -0.871 -1.221
C -0.187 1.697 -0.036
C -1.303 1.030 1.898

Computed properties:
Electronic energy ... -46551.10289 Ha
Total charge ... 0
Gap between HOMO and LUMO ... 9.836 eV

Below is a structure of composition C44H82BBr2Cl42NO7P in a non-equilibrium geometry, with properties calculated with ωB97M-V/def2-TZVPD.

CARTESIAN COORDINATES (ANGSTROEM)
C  1.3845  2.3189  5.7907
C  0.4322  3.3179  5.0860
C  -0.2410  2.6900  3.8489
O  0.6677  2.0261  2.9899
C  1.5117  2.9084  2.2675
C  1.0751  3.2198  0.8157
C  0.5850  4.6728  0.6855
O  -0.1374  5.1390  1.8318
C  -1.3071  5.8520  1.4944
O  2.3149  3.2535  0.0746
B  1.9690  3.1593  -1.3620
C  2.0048  4.5019  -2.2812
P  3.4058  2.0158  -2.1944
N  2.8486  1.1187  -3.3670
O  4.1611  1.0956  -1.0599
O  4.5659  2.9862  -2.8633
O  0.7122  2.4152  -1.3091
C  0.2553  2.1070  0.0306
C  0.7586  0.6478  0.2476
O  -0.2646  -0.3400  0.1152
C  -0.1717  -1.3868  1.0023
C  -0.0667  -1.2492  2.3779
C  -0.0132  -2.3287  3.2558
C  0.1113  -2.0855  4.7538
C  -0.0882  -3.6139  2.7277
C  -0.1691  -3.7603  1.3462
C  -0.2204  -2.6839  0.4653
C  -0.3360  -2.9757  -1.0235
C  1.0729  -2.9341  -1.7019
C  -1.3711  -2.1367  -1.7823
C  -1.2463  2.3496  -0.1576
Br  -2.2962  1.7770  1.4266
C  -1.7426  1.7355  -1.5375
C  -2.0374  2.8228  -2.5652
Br  -3.4428  0.7031  -1.2707
H  1.3676  1.3684  5.2568
H  2.3846  2.7548  5.8238
H  1.0317  2.1551  6.8131
H  -0.3866  3.6122  5.7533
H  0.9351  4.2436  4.7839
H  -0.9010  1.9033  4.2451
H  -0.9003  3.3963  3.3382
H  2.4780  2.4091  2.1895
H  1.7148  3.8381  2.8095
H  1.4569  5.3209  0.5424
H  -0.0421  4.8361  -0.2012
H  -2.0632  5.1799  1.0613
H  -1.0877  6.7114  0.8493
H  -1.7331  6.2149  2.4362
H  1.1732  5.1654  -1.9894
H  2.9174  5.0600  -2.0423
H  1.9336  4.2855  -3.3505
H  1.8502  1.2917  -3.4464
H  3.8166  0.1980  -1.1711
H  5.3876  2.9514  -2.3566
H  1.4613  0.4730  -0.5741
H  1.3369  0.5651  1.1705
H  -0.0380  -0.2501  2.8095
H  1.0128  -2.5540  5.1592
H  0.2459  -1.0055  4.8858
H  -0.7897  -2.3878  5.2953
H  -0.0817  -4.4743  3.3921
H  -0.2279  -4.7618  0.9233
H  -0.6694  -4.0187  -1.1033
H  1.0948  -2.2665  -2.5661
H  1.7805  -2.6591  -0.9186
H  1.3443  -3.9495  -2.0074
H  -0.8895  -1.2118  -2.1154
H  -1.6910  -2.6488  -2.6985
H  -2.2420  -1.8780  -1.1829
H  -1.4603  3.4148  -0.2312
H  -1.0392  0.9841  -1.8802
H  -2.8840  3.4093  -2.1955
H  -2.3187  2.3506  -3.5135
H  -1.1307  3.4074  -2.7405
C  -1.6100  2.4122  -6.8657
Cl  -1.3500  1.4161  -5.4296
Cl  -3.1245  3.3242  -6.7820
H  -0.7884  3.1140  -6.9505
H  -1.6412  1.7667  -7.7357
C  -6.3336  2.9495  1.0884
Cl  -4.7255  2.2177  0.7777
Cl  -6.9597  2.4898  2.6848
H  -6.2387  4.0294  1.0507
H  -7.0387  2.6159  0.3320
C  3.9738  -0.2638  1.7561
Cl  3.6583  -1.6100  0.6426
Cl  3.0520  -0.4559  3.2464
H  5.0328  -0.2472  1.9858
H  3.6832  0.6680  1.2792
C  2.8486  -2.7049  -5.3977
Cl  3.3086  -3.7276  -4.0240
Cl  1.3082  -1.9026  -5.1055
H  3.6166  -1.9533  -5.5433
H  2.7589  -3.3262  -6.2821
C  0.9697  -7.1678  5.0150
Cl  2.2174  -6.2260  4.2011
Cl  -0.3522  -6.1372  5.5829
H  0.5675  -7.8952  4.3192
H  1.4119  -7.6709  5.8671
C  1.7002  -1.7164  8.0958
Cl  2.6912  -3.0060  8.7941
Cl  2.5839  -0.8220  6.8529
H  0.8205  -2.1627  7.6419
H  1.3996  -1.0217  8.8837
C  -8.7035  6.2595  1.4810
Cl  -8.3377  5.8718  -0.2096
Cl  -7.2801  6.8688  2.3264
H  -9.4766  7.0191  1.5035
H  -9.0466  5.3573  1.9754
C  -9.0490  9.3039  -0.9499
Cl  -7.8653  10.5384  -1.3909
Cl  -9.8646  9.6974  0.5732
H  -9.7933  9.2383  -1.7349
H  -8.5395  8.3538  -0.8340
C  0.6360  -1.0040  11.9930
Cl  -0.1728  -1.3192  10.4537
Cl  2.3715  -1.3226  11.9100
H  0.4873  0.0392  12.2508
H  0.2024  -1.6422  12.7488
C  5.0380  4.9830  2.7625
Cl  4.6048  3.7058  1.6316
Cl  4.2137  4.7847  4.3232
H  6.1086  4.9619  2.9336
H  4.7467  5.9370  2.3375
C  0.9065  -6.6806  -4.6694
Cl  -0.3928  -6.7840  -3.4763
Cl  0.3079  -6.9495  -6.3139
H  1.3525  -5.6936  -4.6163
H  1.6469  -7.4370  -4.4428
C  5.8005  -6.5792  -4.1724
Cl  7.2187  -6.6267  -5.2277
Cl  4.3660  -7.2240  -4.9811
H  5.9996  -7.1766  -3.2906
H  5.6042  -5.5499  -3.8927
C  2.8617  2.6694  11.9734
Cl  1.5127  2.7109  13.1220
Cl  2.3209  2.2766  10.3437
H  3.3357  3.6445  11.9580
H  3.5686  1.9136  12.2967
C  -6.0774  0.7839  -3.9520
Cl  -4.6058  0.6395  -4.9011
Cl  -7.4962  0.1795  -4.8375
H  -5.9628  0.2071  -3.0414
H  -6.2376  1.8289  -3.7127
C  -2.5832  -3.1926  13.7271
Cl  -2.2159  -3.5252  12.0272
Cl  -1.1661  -2.6795  14.6528
H  -3.3289  -2.4075  13.7727
H  -2.9693  -4.0991  14.1783
C  -8.9569  2.5319  -7.2985
Cl  -7.6654  3.4953  -8.0263
Cl  -10.3045  3.5456  -6.7608
H  -9.3242  1.8274  -8.0356
H  -8.5550  2.0045  -6.4421
C  5.1817  -7.7309  -8.3861
Cl  5.6815  -9.2430  -9.1605
Cl  4.1834  -6.7512  -9.4681
H  4.6094  -7.9662  -7.4980
H  6.0667  -7.1658  -8.1177
C  4.3372  6.0251  7.6163
Cl  4.6945  5.0734  9.0642
Cl  2.8388  6.9446  7.7917
H  5.1532  6.7172  7.4455
H  4.2364  5.3509  6.7746
C  -11.1013  -1.0683  -3.9521
Cl  -11.2170  -0.7172  -5.6810
Cl  -12.5000  -0.4516  -3.0641
H  -11.0496  -2.1424  -3.8189
H  -10.2048  -0.5988  -3.5630
C  6.9510  -7.7641  -12.5100
Cl  6.0929  -7.9859  -14.0420
Cl  8.6935  -7.9855  -12.7070
H  6.7633  -6.7601  -12.1477
H  6.5839  -8.4916  -11.7957
C  7.5582  -10.4457  -16.7964
Cl  8.6433  -11.6953  -16.1745
Cl  8.3375  -9.4744  -18.0513
H  6.6819  -10.9234  -17.2189
H  7.2709  -9.7949  -15.9782

Atoms 1-6, force components in eV/Å:
C -0.683 0.776 -0.045
C -0.170 -0.107 -0.533
C -0.380 -0.433 1.147
O -0.273 0.793 -0.043
C 0.122 -0.477 -0.265
C 1.231 0.075 0.053

Computed properties:
Relative energy (zero: lowest compared OMol25 entry of this formula, charge and spin) ... 0.0 kcal per mole
Electronic energy ... -27149.52484 Ha
Total charge ... -1
Gap between HOMO and LUMO ... 6.491 eV